Computed, not measured: C21H56F8HfNO25PS9 as an isolated structure, with the ωB97M-V functional and the def2-TZVPD basis.

Positions of all 122 atoms, in Å:
Hf (-3.0853, 0.3838, -0.1757)
P (-3.3758, -0.0118, 3.1447)
F (-2.9948, 1.2647, 2.1103)
F (-2.3995, 0.6741, 4.1874)
F (-4.6754, 0.7206, 3.6933)
F (-3.6765, -1.3226, 3.9991)
F (-4.2892, -0.4218, 1.8206)
F (-2.2063, -0.8652, 2.4245)
N (-0.9515, 0.2142, 0.2409)
S (0.2401, 0.8640, 1.1989)
O (1.3944, 1.5129, 0.6525)
O (0.4054, 0.3366, 2.5233)
F (-0.6884, 2.1033, 1.6102)
S (0.1903, -1.0830, -0.0588)
O (0.2264, -2.1177, 0.9257)
O (1.2784, -0.7381, -0.9216)
F (-0.8074, -1.6338, -1.2180)
O (6.3390, 1.0569, -0.5962)
S (5.5237, 1.3275, -1.7544)
O (5.9749, 2.2979, -2.7322)
O (5.3584, -0.0450, -2.5933)
C (4.9511, 0.0867, -3.9579)
C (4.6007, -1.2993, -4.4442)
C (3.8186, 1.6437, -1.1895)
H (5.6824, 0.6750, -4.5117)
H (4.0719, 0.7425, -4.0418)
H (4.3859, -1.2528, -5.5144)
H (3.7388, -1.7543, -3.9570)
H (5.4617, -1.9514, -4.2978)
H (3.3209, 2.5096, -1.6183)
H (3.8302, 1.8235, -0.1156)
H (3.2890, 0.7036, -1.3289)
O (-2.6542, 2.7187, -0.0432)
S (-2.4991, 4.1496, -0.2919)
O (-2.2454, 4.5667, -1.6452)
O (-3.7640, 4.8939, 0.4000)
C (-3.8566, 6.2890, 0.1012)
C (-5.0222, 6.9726, 0.7886)
C (-1.1190, 4.7969, 0.7018)
H (-3.8266, 6.4823, -0.9734)
H (-2.9914, 6.8658, 0.4457)
H (-6.0050, 6.6567, 0.4375)
H (-5.0000, 8.0380, 0.5651)
H (-4.9125, 6.7779, 1.8547)
H (-0.9743, 5.8403, 0.4474)
H (-0.2874, 4.1250, 0.5002)
H (-1.4230, 4.6477, 1.7378)
O (-4.9353, -2.4102, -2.9106)
S (-3.6508, -1.8045, -3.1354)
O (-3.1979, -0.8065, -2.1483)
O (-2.5153, -2.9239, -3.1084)
C (-2.6209, -4.0599, -4.0179)
C (-1.3634, -4.8936, -3.8929)
C (-3.4987, -1.1602, -4.8689)
H (-2.6335, -3.6990, -5.0484)
H (-3.5694, -4.5768, -3.8758)
H (-0.5192, -4.3335, -4.2890)
H (-1.4761, -5.8490, -4.4066)
H (-1.1119, -5.2338, -2.8864)
H (-2.4384, -0.9249, -4.9553)
H (-4.1092, -0.2658, -4.9734)
H (-3.8002, -1.9209, -5.5833)
O (-1.9486, 1.3642, -2.0680)
S (-0.8226, 1.5084, -2.9819)
O (0.4001, 1.9976, -2.4266)
O (-0.5079, 0.0901, -3.6898)
C (0.6048, 0.0377, -4.5653)
C (0.8494, -1.3605, -5.1683)
C (-1.2984, 2.5821, -4.3897)
H (1.5668, 0.2407, -4.0832)
H (0.6498, 0.7860, -5.3603)
H (0.8717, -2.1346, -4.4008)
H (1.8078, -1.4040, -5.6806)
H (0.0620, -1.6025, -5.8852)
H (-0.3792, 2.7562, -4.9467)
H (-1.6449, 3.5575, -4.0512)
H (-2.0383, 2.1145, -5.0358)
O (3.0581, -1.0779, 1.4055)
S (3.8947, -2.2049, 1.0748)
O (4.5146, -2.3753, -0.2261)
O (5.1124, -2.1756, 2.1481)
C (6.1584, -3.1219, 1.9042)
C (7.4875, -2.4064, 1.7116)
C (3.1110, -3.7424, 1.6182)
H (5.9583, -3.8507, 1.1189)
H (6.2546, -3.7627, 2.7858)
H (8.3197, -3.0274, 1.3839)
H (7.7617, -1.9194, 2.6481)
H (7.4185, -1.6026, 0.9758)
H (2.1008, -3.6878, 1.2212)
H (3.1769, -3.7560, 2.7025)
H (3.6931, -4.5587, 1.1986)
O (0.3940, 3.9981, 3.3347)
S (1.2761, 3.7902, 4.4531)
O (2.5612, 4.4415, 4.4542)
O (0.5324, 4.2522, 5.8257)
C (-0.8374, 3.9109, 6.0214)
C (-1.1864, 4.1958, 7.4889)
C (1.4351, 2.0134, 4.8301)
H (-1.1621, 2.9001, 5.7652)
H (-1.4155, 4.6183, 5.4215)
H (-0.9636, 5.2480, 7.6458)
H (-0.6162, 3.5590, 8.1643)
H (-2.2290, 3.9077, 7.6201)
H (0.4073, 1.6585, 4.7675)
H (1.8211, 1.9192, 5.8404)
H (2.0341, 1.5167, 4.0721)
O (-4.4728, -3.4024, 1.6664)
S (-3.2676, -3.2648, 0.9063)
O (-2.9613, -1.9651, 0.2386)
O (-1.9862, -3.5660, 1.8509)
C (-2.0669, -4.7540, 2.6438)
C (-1.2184, -4.5519, 3.8955)
C (-2.9968, -4.5684, -0.3128)
H (-1.6299, -5.6380, 2.1754)
H (-3.0784, -4.9172, 3.0162)
H (-0.1647, -4.5958, 3.6025)
H (-1.2613, -5.4054, 4.5701)
H (-1.4397, -3.5735, 4.3163)
H (-3.8443, -4.6452, -0.9879)
H (-2.6816, -5.4879, 0.1752)
H (-2.0853, -4.2604, -0.8293)

Output
M	1372.71	g mol⁻¹
LUMO level	-0.316	Eh
charge	+2
F_max	9.55	eV Å⁻¹
relative energy (zero: lowest compared OMol25 entry of this formula, charge and spin)	6.444	eV

Atom charges from the Mulliken analysis, given in e for atoms 1 to 4: number 1, Hf, carries 1.858; number 2, P, carries 1.172; number 3, F, carries -0.276; number 4, F, carries -0.317